Version w
Formula: C5H7BrO
Source: the OMol25 dataset
Level of theory: ωB97M-V/def2-TZVPD

Bonds (Å) are listed after each position.
Geometry (Å):
1 C -0.9937 1.1539 -0.1696  C2 1.278, C3 1.521, H8 1.123
2 C -1.7625 0.1561 0.0484  C1 1.278, Br7 1.810
3 C 0.5201 1.0855 -0.2971  C1 1.521, C4 1.584, H9 1.071, H10 1.080
4 C 1.1935 -0.1455 0.4369  C3 1.584, C5 1.496, H11 1.018, H12 1.143
5 C 0.3396 -1.3718 0.5029  C4 1.496, O6 1.326, H13 1.122
6 O 0.3028 -2.3015 -0.4412  C5 1.326, H14 1.011
7 Br -3.5663 0.0118 0.0777  C2 1.810
8 H -1.4898 2.1209 -0.4535  C1 1.123
9 H 0.9446 1.0789 -1.2806  C3 1.071
10 H 1.0169 1.9707 0.0716  C3 1.080
11 H 2.0176 -0.5060 -0.0403  C4 1.018
12 H 1.2932 0.1839 1.5263  C4 1.143
13 H -0.3773 -1.5417 1.3485  C5 1.122
14 H 0.5615 -1.8953 -1.3299  O6 1.011

Properties
Net charge   0
HOMO energy (spin up / spin down)   -7.062 / -7.815 eV
LUMO level (spin up / spin down)   -0.141 / 0.580 eV

Version x
Formula: C5H7BrO
Source: the OMol25 dataset
Level of theory: ωB97M-V/def2-TZVPD

Bonds (Å) are listed after each position.
Geometry (Å):
1 C 0.3171 -2.2734 -0.3334  C2 1.349, H5 1.108, H6 0.977
2 C 0.6667 -1.0724 -0.8385  C1 1.349, C3 1.494, H7 1.092
3 C 1.4663 -0.2341 0.1050  C2 1.494, O4 1.229, H8 1.207
4 O 1.7252 0.9064 -0.2717  C3 1.229
5 H -0.1824 -2.8257 -1.1543  C1 1.108
6 H 0.4986 -2.6583 0.5464  C1 0.977
7 H 0.6719 -0.6929 -1.8627  C2 1.092
8 H 1.9025 -0.9311 0.9884  C3 1.207
9 C -1.2831 1.7619 1.2515  C10 1.447, H12 1.119, H13 1.182
10 C -1.0205 1.3215 -0.1017  C9 1.447, Br11 1.858, H14 1.046
11 Br -2.2276 1.1205 -1.4992  C10 1.858
12 H -1.9475 1.3998 2.0759  C9 1.119
13 H -0.3410 2.3381 1.6714  C9 1.182
14 H -0.2460 1.8396 -0.5770  C10 1.046

Properties
Net charge   0
SMILES string   C=CC=O.C=CBr
HOMO energy   -9.140 eV
LUMO level   -0.010 eV

Stability summary: most stable version x, least stable version w.

Version w
Formula: C4H7O2
Source: the OMol25 dataset
Level of theory: ωB97M-V/def2-TZVPD

Bonds (Å) are listed after each position.
Geometry (Å):
1 C -0.0274 1.5990 -0.8748  C2 1.603, H7 1.090, H8 1.096, H9 1.054
2 C -0.7086 0.3888 -0.0752  C1 1.603, C3 1.567, H10 1.112, H11 1.056
3 C 0.2486 -0.8517 -0.0749  C2 1.567, C4 1.652, H12 1.098, H13 1.076
4 C 0.4223 -1.6695 1.3501  C3 1.652, O5 1.270, O6 1.214
5 O 0.1630 -2.8929 1.1271  C4 1.270
6 O 0.7077 -0.9827 2.3094  C4 1.214
7 H 0.9335 1.8583 -0.4304  C1 1.090
8 H 0.1332 1.2685 -1.9071  C1 1.096
9 H -0.4450 2.5561 -0.7341  C1 1.054
10 H -0.9193 0.6428 0.9870  C2 1.112
11 H -1.6023 0.1033 -0.5598  C2 1.056
12 H -0.1121 -1.5945 -0.7990  C3 1.098
13 H 1.2063 -0.4256 -0.3183  C3 1.076

Properties
Net charge   -1
SMILES string   CCCC(=O)[O-]
HOMO energy   -3.477 eV
LUMO level   4.011 eV

Version x
Formula: C4H7O2
Source: the OMol25 dataset
Level of theory: ωB97M-V/def2-TZVPD

Bonds (Å) are listed after each position.
Geometry (Å):
1 O 0.2880 -1.2856 2.8943  C2 1.268
2 C 0.1789 -1.0471 1.6541  O1 1.268, C3 1.387, H7 1.102
3 C -0.1366 0.1630 1.0551  C2 1.387, C4 1.526, H8 1.085
4 C -0.8147 0.2187 -0.3113  C3 1.526, C5 1.530, H9 1.098, H10 1.093
5 C 0.1400 0.2903 -1.5052  C4 1.530, O6 1.417, H11 1.095, H12 1.095
6 O 1.3323 0.9749 -1.1614  C5 1.417, H13 0.984
7 H 0.4126 -1.9163 1.0189  C2 1.102
8 H -0.0864 1.0863 1.6228  C3 1.085
9 H -1.5945 -0.5442 -0.4335  C4 1.098
10 H -1.3895 1.1480 -0.3254  C4 1.093
11 H 0.4072 -0.6972 -1.8957  C5 1.095
12 H -0.1878 0.8075 -2.4127  C5 1.095
13 H 1.4507 0.8018 -0.1998  O6 0.984

Properties
Net charge   -1
SMILES string   [O-]/C=C/CCO
HOMO energy   -2.400 eV
LUMO level   4.166 eV

Stability summary: most stable version w, least stable version x.